(1)
# C39H42Cl2N3S2Sb2TeZr

C39H42Cl2N3S2Sb2TeZr as an isolated structure (wB97M-V/def2-TZVPD, the OMol25 dataset).

**Total charge**: +3
**LUMO level**: -9.0 eV
**Highest occupied orbital energy**: -15.393 eV

```
92
C39H42Cl2N3S2Sb2TeZr wB97M-V/def2-TZVPD
Zr 0.306 0.130 0.558
Cl -1.774 -1.522 1.337
C -1.461 -2.978 0.379
C -2.528 -3.821 0.148
C -2.281 -4.999 -0.547
C -0.999 -5.306 -0.971
C 0.050 -4.433 -0.722
Cl 1.637 -4.868 -1.231
C -0.161 -3.222 -0.054
S 1.189 -2.119 0.225
H -3.517 -3.579 0.509
H -3.093 -5.685 -0.740
H -0.798 -6.231 -1.492
C 4.955 -1.720 -0.370
N 4.176 -0.843 -1.245
C 4.267 -0.795 -2.623
C 3.401 0.143 -3.057
N 2.781 0.668 -1.927
C 3.276 0.051 -0.826
S 2.882 0.408 0.802
C 1.919 1.797 -1.930
C 2.222 2.844 -2.778
C 1.361 3.929 -2.839
C 0.229 3.920 -2.044
C 0.017 2.841 -1.211
N 0.847 1.784 -1.121
H 5.520 -2.408 -0.993
H 4.277 -2.279 0.272
H 5.641 -1.128 0.233
H 4.937 -1.434 -3.169
H 3.156 0.472 -4.049
H 3.128 2.816 -3.367
H 1.577 4.761 -3.495
H -0.487 4.727 -2.066
H -0.867 2.814 -0.586
C -0.035 4.676 1.631
Sb 0.200 2.684 2.352
C -1.678 1.779 1.701
C -0.433 2.997 4.395
C -1.395 1.962 4.883
C -2.752 2.278 4.937
C -3.685 1.363 5.396
C -3.264 0.110 5.820
C -1.917 -0.213 5.771
C -0.970 0.694 5.299
C 0.473 0.289 5.248
Sb 0.902 -0.822 3.467
C 2.947 -1.314 3.722
C -0.012 -2.679 3.922
H -1.092 4.910 1.503
H 0.504 4.828 0.701
H 0.380 5.339 2.388
H -2.413 2.584 1.615
H -2.049 1.085 2.459
H -1.781 1.304 0.701
H -0.900 3.982 4.371
H 0.471 3.076 4.996
H -3.078 3.268 4.644
H -4.729 1.636 5.449
H -3.976 -0.602 6.210
H -1.589 -1.176 6.142
H 0.721 -0.386 6.067
H 1.165 1.128 5.304
H 3.057 -1.838 4.671
H 3.565 -0.418 3.730
H 3.257 -1.966 2.907
H 0.434 -3.066 4.837
H 0.169 -3.385 3.111
H -1.082 -2.548 4.064
Te -1.726 -0.453 -1.832
C -0.857 -1.880 -3.098
C 0.511 -1.942 -3.330
C 1.004 -2.861 -4.242
C 0.135 -3.718 -4.908
C -1.228 -3.657 -4.663
C -1.734 -2.733 -3.757
C -1.731 1.188 -3.151
C -0.813 1.307 -4.186
C -0.911 2.381 -5.060
C -1.917 3.326 -4.899
C -2.838 3.194 -3.869
C -2.753 2.120 -2.994
H 1.191 -1.287 -2.799
H 2.067 -2.917 -4.433
H 0.524 -4.433 -5.619
H -1.905 -4.320 -5.185
H -2.801 -2.678 -3.583
H -0.053 0.549 -4.340
H -0.218 2.466 -5.887
H -2.002 4.147 -5.597
H -3.643 3.909 -3.766
H -3.505 1.997 -2.223
```

***

(2)
# C39H43ClHgP2Si2

C39H43ClHgP2Si2 as an isolated structure at a distorted geometry (wB97M-V/def2-TZVPD, the OMol25 dataset).

**LUMO level (alpha / beta)**: -1.3 / -1.3 eV
**Highest occupied orbital energy (alpha / beta)**: -5.642 / -5.530 eV

```
88
C39H43ClHgP2Si2 wB97M-V/def2-TZVPD
C -0.506 -3.730 2.071
C 0.493 -3.577 1.073
C 1.712 -3.241 1.729
H 0.352 -3.704 0.005
C 1.461 -3.164 3.123
C 0.084 -3.475 3.340
H -0.416 -3.514 4.300
H -1.545 -4.010 1.897
H 2.678 -3.090 1.246
H 2.194 -2.918 3.885
Hg -1.994 0.080 -1.267
Si 0.327 1.235 -2.705
C -0.291 2.213 -4.289
C -0.250 3.618 -4.188
H 0.161 4.111 -3.292
C -0.735 4.426 -5.233
H -0.690 5.512 -5.132
C -1.280 3.821 -6.375
H -1.724 4.450 -7.147
C -1.232 2.426 -6.520
H -1.596 1.955 -7.444
C -0.739 1.612 -5.480
H -0.709 0.517 -5.618
C 2.124 2.155 -2.655
C 2.630 2.409 -3.945
H 2.083 2.081 -4.836
C 3.832 3.124 -4.167
H 4.186 3.294 -5.213
C 4.538 3.594 -3.047
H 5.465 4.117 -3.186
C 4.073 3.308 -1.747
H 4.640 3.628 -0.855
C 2.903 2.548 -1.554
H 2.710 2.309 -0.438
H 1.174 0.399 -3.663
Si 2.277 1.378 1.073
C 3.606 0.140 1.358
C 4.395 -0.499 0.373
H 4.299 -0.240 -0.680
C 5.313 -1.492 0.740
H 5.957 -1.961 -0.006
C 5.441 -1.886 2.079
H 6.177 -2.654 2.372
C 4.625 -1.283 3.045
H 4.722 -1.583 4.092
C 3.723 -0.289 2.686
H 3.091 0.144 3.460
C 0.981 0.679 0.009
C 1.095 -0.603 -0.460
H 1.471 -1.348 0.272
C 0.737 -1.044 -1.760
H 1.304 -1.902 -2.218
C -0.372 -0.511 -2.492
H -0.700 -0.681 -3.561
C -0.781 1.815 -1.437
H -1.149 2.671 -2.097
C 0.423 1.848 -0.681
H 0.755 2.888 -0.326
H 1.746 2.215 1.990
Cl -2.691 1.788 1.730
C -2.534 1.386 4.680
P -2.146 0.449 3.195
C -0.400 0.115 2.947
C -3.012 -1.120 3.158
C -3.044 -1.789 4.402
C -3.625 -3.060 4.500
C -4.254 -3.643 3.401
C -4.228 -2.988 2.172
C -3.533 -1.777 1.993
P -3.575 -1.090 0.287
C -4.190 -2.485 -0.756
C -5.116 -0.083 0.360
H -2.021 2.359 4.653
H -2.217 0.828 5.574
H -3.624 1.558 4.727
H 0.007 -0.433 3.813
H -0.273 -0.529 2.060
H 0.150 1.057 2.794
H -2.625 -1.316 5.296
H -3.582 -3.584 5.455
H -4.772 -4.605 3.496
H -4.792 -3.431 1.359
H -5.280 -2.619 -0.555
H -4.032 -2.228 -1.818
H -3.622 -3.406 -0.526
H -5.960 -0.740 0.078
H -5.241 0.318 1.382
H -5.020 0.747 -0.363
```

***

It is found that the total energy values, taken in the order of the records, are -4187.1109 -3386.6721 a.u..
It is found that the energy relative to the best compared isomer or geometry (same formula, charge and spin) values, taken in the order of the records, are 12.60 104.56 kcal per mole.